Molecular formula: C12H23N6O6S2W
Method: DFT, wB97M-V/def2-TZVPD

Each line ends with the Löwdin charge.
Geometry (Å):
H 4.098 -1.160 3.520  0.10
H -6.751 0.926 -0.392  0.12
C -5.847 0.686 -0.934  -0.01
N -1.333 1.988 1.191  0.06
N -3.463 0.451 -0.850  0.05
O 0.985 -0.299 -2.732  -0.53
C 3.071 0.859 -0.727  -0.02
H 3.997 1.433 -0.717  0.10
H 2.760 2.257 1.477  0.10
C -1.156 0.803 2.022  -0.04
C -4.610 0.749 -0.280  -0.11
H -1.940 2.715 1.527  0.15
O -1.387 -1.566 -0.063  -0.43
H 4.492 -2.481 2.405  0.10
W -0.210 -0.889 -1.087  1.52
O 0.872 -1.884 -4.610  -0.25
H 2.021 -2.729 3.526  0.10
C 3.179 1.277 1.710  -0.04
H 4.672 -0.809 1.877  0.09
H 2.253 -3.587 1.998  0.10
C 4.066 -1.479 2.478  -0.02
H -1.485 4.017 -0.358  0.12
H 4.259 1.391 1.827  0.10
C -5.878 0.317 -2.266  -0.03
C -0.925 2.055 -0.075  -0.56
N 2.691 -1.510 1.983  -0.14
O -0.263 1.129 -0.621  -0.17
H 0.856 -2.506 2.215  0.09
N -1.170 3.165 -0.788  0.22
C -3.492 0.071 -2.144  -0.68
H 1.554 -2.443 0.018  0.09
S -2.032 -0.380 -2.933  0.94
H -4.640 -0.267 -3.932  0.11
O 0.232 -2.426 -2.299  -0.50
H -0.769 3.217 -1.710  0.13
S 1.287 -1.722 -3.262  0.35
H 3.175 0.025 -1.414  0.08
H -0.123 0.462 1.958  0.08
C 2.332 -0.860 0.855  -0.41
H -4.572 1.053 0.761  0.11
H 2.262 1.500 -1.070  0.08
H -1.820 -0.004 1.715  0.07
H -6.811 0.264 -2.810  0.12
H 2.757 0.925 2.647  0.09
C -4.681 0.018 -2.890  -0.06
H -1.361 1.083 3.051  0.10
C 1.908 -2.650 2.446  -0.03
N 2.841 0.363 0.629  -0.13
O 2.603 -2.119 -2.868  -0.28
N 1.494 -1.430 -0.009  -0.01

E_HOMO (alpha / beta) (eV): -11.095 / -12.307
Orbital gap (alpha / beta) (eV): 8.58 / 6.32
Spin multiplicity: 3
Charge: +1
LUMO (alpha / beta) (eV): -2.5 / -6.0

Molecular formula: C6H22NO5
Method: DFT, wB97M-V/def2-TZVPD

Each line ends with the Löwdin charge.
Geometry (Å):
C -2.900 -0.684 -0.731  -0.19
H 2.781 0.461 -1.563  0.11
C 1.645 -1.157 -1.437  -0.15
H 2.072 -0.138 1.857  0.06
H 0.365 0.529 -1.776  0.16
H -4.272 0.130 0.645  0.06
N 0.029 -0.257 0.105  0.08
H -2.350 1.415 1.282  0.01
H -0.867 -2.273 -1.648  0.12
C -2.139 -0.581 -2.028  -0.19
O 2.476 0.623 1.377  0.14
H -2.085 0.464 -2.331  0.12
H -0.797 0.299 0.227  0.04
H 1.884 -1.473 -2.451  0.13
O 2.742 -0.306 -1.001  -0.05
H -2.303 2.680 2.152  0.07
H -3.901 1.201 -0.779  0.08
H 2.423 -2.264 2.636  0.09
H 1.088 3.256 1.161  0.10
O 1.800 -1.528 2.714  -0.01
H -0.143 2.280 1.202  0.03
H -0.480 -1.424 -3.075  0.12
H -2.771 -1.013 -2.807  0.12
H 1.717 1.312 1.241  0.06
H -0.140 -1.152 0.559  0.10
O 0.772 2.395 0.838  -0.04
O -1.767 1.968 1.811  -0.03
H 1.710 -2.033 -0.802  0.13
H -2.786 -1.608 -0.175  0.11
C -0.775 -1.265 -2.042  -0.17
H 1.663 -1.383 3.652  0.08
H 2.565 0.284 0.413  0.08
C -3.710 0.260 -0.269  -0.02
C 0.303 -0.462 -1.318  -0.37

E_HOMO (eV): -12.471
Orbital gap (eV): 9.95
Spin multiplicity: 1
Energy relative to the best compared isomer or geometry (same formula, charge and spin) (kJ/mol): 11.7
Charge: +1
LUMO (eV): -2.5

Molecular formula: C31H34GeMnN2S2Se
Method: DFT, wB97M-V/def2-TZVPD

Each line ends with the Löwdin charge.
Geometry (Å):
H -3.789 3.231 -3.052  0.01
C -4.171 -6.089 -0.324  -0.20
H 2.008 3.215 -2.831  -0.06
C 2.158 3.769 -1.907  -0.41
C 1.559 -0.157 1.937  -0.29
C 3.660 0.148 1.256  -0.51
H -2.257 -1.958 4.536  0.07
H 6.358 0.441 1.668  0.09
H -3.596 3.082 -1.301  0.01
Ge -1.382 2.531 -2.507  0.75
C -0.093 -2.229 -1.035  -0.16
H 8.026 0.965 -0.080  0.09
C -2.635 -0.438 1.456  -0.05
C 6.047 0.562 0.634  -0.08
C 2.177 -0.200 3.185  -0.46
C -2.121 -0.518 2.897  -0.55
H -2.384 0.521 0.996  0.08
C -0.597 -0.410 2.968  -0.16
S 3.893 0.018 2.982  1.10
C -3.130 -5.121 -0.513  -0.25
C -2.106 -4.999 0.428  -0.04
S 2.081 0.601 -3.460  -0.02
Mn 2.152 0.220 -1.327  0.18
H -2.137 -2.709 -2.681  0.12
C 0.172 -0.253 1.831  0.04
C 6.980 0.857 -0.341  -0.11
H -2.105 -5.642 1.298  0.11
C 0.050 -0.469 4.218  -0.04
H 0.348 2.825 -4.342  -0.03
H -2.223 -1.234 0.833  0.07
C -1.738 0.640 -2.765  -0.23
H -0.809 0.084 -2.881  -0.04
H -0.256 -0.234 0.839  0.08
C -3.116 3.435 -2.217  -0.23
H -3.723 -0.536 1.452  0.09
C 1.422 -0.365 4.342  -0.08
H -3.840 0.565 3.651  0.08
H -0.540 -0.595 5.118  0.10
H -0.736 3.974 -0.527  0.01
C -1.103 -3.220 -0.876  -0.26
C 5.224 0.872 -2.005  -0.13
H -2.443 1.595 3.293  0.09
N 2.426 0.025 0.878  -0.02
H -0.312 -3.957 0.971  0.12
H -3.931 -4.390 -2.363  0.11
H 3.226 3.837 -1.709  0.02
C -0.485 2.945 -0.790  -0.59
C -2.750 0.628 3.699  -0.05
H -2.304 0.231 -1.924  0.01
H 1.892 -0.403 5.316  0.10
H -1.269 3.284 -4.903  0.02
H -2.986 4.517 -2.140  0.01
H 4.908 0.991 -3.036  0.05
C -2.567 -1.860 3.494  -0.04
C -1.109 -4.062 0.246  -0.04
H 7.296 1.250 -2.426  0.09
C -2.136 -3.356 -1.814  -0.02
H -0.342 4.416 -3.902  0.02
H -2.331 0.518 -3.675  0.02
H 1.715 4.763 -1.922  0.02
H -2.456 0.595 4.750  0.07
C 0.753 -1.362 -1.179  -0.08
N -5.008 -6.865 -0.171  0.13
Se 1.423 2.732 -0.448  0.88
H -2.142 -2.692 2.931  0.08
C 6.563 1.015 -1.661  -0.10
H -0.961 2.311 -0.036  -0.01
C 4.704 0.425 0.274  -0.26
C 4.252 0.569 -1.052  -0.16
C -3.136 -4.292 -1.635  -0.03
H -3.656 -1.945 3.455  0.08
C -0.562 3.361 -4.073  -0.23

E_HOMO (alpha / beta) (eV): -3.612 / -4.150
Orbital gap (alpha / beta) (eV): 5.82 / 6.36
Spin multiplicity: 5
Energy relative to the best compared isomer or geometry (same formula, charge and spin) (kJ/mol): 0.0
Charge: -1
LUMO (alpha / beta) (eV): 2.2 / 2.2

Molecular formula: C2H7O3P2
Method: DFT, wB97M-V/def2-TZVPD

Each line ends with the Löwdin charge.
Geometry (Å):
H -2.882 1.407 -1.023  -0.27
P -3.992 1.702 -0.131  0.26
C 1.898 0.403 -0.289  -0.11
H 2.017 0.096 0.786  0.09
H 1.143 1.094 -0.375  0.03
O -4.110 -0.738 1.815  -0.47
H 2.534 -1.407 -1.452  0.10
P -3.498 -0.177 0.620  0.04
H 1.268 -0.230 -2.026  0.12
C 1.664 -0.843 -1.143  -0.34
H 2.809 0.910 -0.680  0.08
O 0.667 -1.717 -0.670  -0.07
O -2.538 -1.038 -0.161  -0.50
H -0.109 -1.202 -0.455  0.05

E_HOMO (eV): -3.840
Orbital gap (eV): 7.29
Spin multiplicity: 1
Energy relative to the best compared isomer or geometry (same formula, charge and spin) (kJ/mol): 0.0
Charge: -1
LUMO (eV): 3.5

Molecular formula: C20H21IN5OPdS
Method: DFT, wB97M-V/def2-TZVPD

Each line ends with the Löwdin charge.
Geometry (Å):
O -4.561 -0.952 2.520  -0.46
H -1.493 -0.493 -2.675  -0.03
Pd -1.246 0.593 0.210  0.90
N -3.046 1.946 -0.381  -0.34
H 3.951 -0.688 0.252  0.13
C 2.968 -5.580 0.004  0.00
H -1.558 5.663 0.394  0.12
H 4.240 -2.344 -1.688  0.12
C 4.494 -4.466 -1.502  0.00
H 0.173 -2.489 -0.114  0.14
C 1.900 0.159 0.428  -0.13
H -4.605 2.264 -1.781  0.10
C -1.389 3.525 0.499  -0.26
C 0.412 3.977 2.579  -0.07
H -3.164 1.472 -2.436  0.07
N 0.675 -0.457 0.320  -0.06
H 0.049 6.059 2.223  0.11
H 5.313 -4.517 -2.206  0.13
C -3.813 1.540 -1.566  -0.08
H 2.618 -6.489 0.472  0.13
H 1.588 -4.309 1.042  0.12
C -0.766 2.467 1.150  -0.15
C 3.901 -3.252 -1.207  0.00
H -0.948 1.303 -2.722  -0.06
H -4.713 2.855 0.551  0.11
H -3.106 4.041 -0.705  0.14
H -4.271 0.568 -1.387  0.10
C -1.082 4.824 0.889  -0.03
C -0.712 0.252 -2.644  -0.68
C 4.024 -5.631 -0.902  -0.21
N 2.237 -1.959 -0.004  -0.02
C 2.878 -0.762 0.224  -0.04
C 4.634 -6.895 -1.218  -0.17
I 1.133 -0.287 -3.286  0.90
N -2.326 -0.525 1.445  -0.39
C -3.975 2.073 0.757  -0.08
N 5.120 -7.903 -1.472  0.18
S -3.126 -1.080 2.599  0.88
C 2.385 -4.364 0.313  0.00
C 2.852 -3.212 -0.301  -0.19
C 0.110 2.673 2.199  -0.12
C -2.366 3.237 -0.613  -0.16
H 1.099 4.158 3.395  0.11
H -3.427 2.335 1.659  0.09
H 1.989 1.210 0.641  0.10
H -1.844 3.170 -1.571  0.12
H 0.559 1.837 2.724  0.10
C -0.180 5.046 1.920  -0.07
C 0.912 -1.725 0.058  -0.17
H -4.496 1.131 0.912  0.07

E_HOMO (alpha / beta) (eV): -10.858 / -11.886
Orbital gap (alpha / beta) (eV): 6.88 / 5.66
Spin multiplicity: 5
Energy relative to the best compared isomer or geometry (same formula, charge and spin) (kJ/mol): 104.1
Charge: +1
LUMO (alpha / beta) (eV): -4.0 / -6.2

Molecular formula: C4H11N3
Method: DFT, wB97M-V/def2-TZVPD

Each line ends with the Löwdin charge.
Geometry (Å):
H -0.857 -0.372 -0.553  0.09
H 1.647 0.492 -1.222  0.11
N -0.090 -0.879 -0.095  -0.03
H 1.513 -0.493 1.055  0.11
H -1.386 1.974 0.223  0.03
H 0.137 2.714 -1.678  0.10
H 0.302 0.472 1.366  0.07
N 0.426 -2.667 1.337  0.08
C 0.792 0.138 0.547  -0.24
H -0.068 1.128 -2.140  0.08
N -1.466 1.824 -0.717  0.02
C -0.103 1.740 -1.281  -0.24
C 1.113 1.109 -0.499  -0.18
H -1.970 2.628 -0.931  0.05
C -0.434 -1.830 0.822  -0.33
H 1.852 1.875 -0.083  0.13
H 0.095 -3.507 1.720  0.01
H -1.563 -1.803 1.039  0.14

E_HOMO (eV): -8.931
Orbital gap (eV): 9.84
Spin multiplicity: 1
Energy relative to the best compared isomer or geometry (same formula, charge and spin) (kJ/mol): 297.6
LUMO (eV): 0.9
SMILES: [H]/N=C/NCCCN